Record 1
Below is a molecular structure, C27H27CoN4O3S2Si, with properties calculated with wB97M-V/def2-TZVPD.

LUMO, Eh: -0.003
Kohn-Sham gap, eV: 6.87
Energy above the lowest of the compared OMol25 structures with the same formula, charge and spin, eV: 0.0000

Each line ends with the Löwdin charge.
Positions of all 65 atoms, in Å:
Co -0.1892 0.3455 0.5934  0.36
C -3.1591 -2.5924 1.1765  -0.02
C -1.9065 -1.9711 1.0500  -0.08
N -1.7886 -0.6981 0.8024  0.02
C -2.9051 0.0853 0.6894  -0.13
C -4.1929 -0.4582 0.7951  -0.14
C -4.2879 -1.8448 1.0426  0.01
C -5.3127 0.3960 0.6604  -0.05
C -5.1000 1.7197 0.4362  -0.07
C -3.8007 2.2744 0.3428  0.00
C -2.6838 1.4835 0.4715  -0.18
N -1.3495 1.8057 0.4317  0.01
C -0.7369 3.0120 0.2538  -0.18
C -1.2654 4.2781 0.1232  0.00
C -0.4252 5.4084 -0.0123  -0.08
C 0.9326 5.3170 -0.0154  -0.06
C 1.5244 4.0379 0.1059  -0.15
C 2.9179 3.8152 0.1361  0.00
C 3.4053 2.5506 0.2629  -0.03
C 2.5058 1.4740 0.3451  -0.08
N 1.2176 1.6487 0.3026  0.02
C 0.6954 2.9082 0.2148  -0.11
H -3.2042 -3.6524 1.3827  0.11
H -0.9906 -2.5357 1.1621  0.12
H -5.2680 -2.2987 1.1346  0.12
H -6.3127 -0.0113 0.7429  0.11
H -5.9508 2.3833 0.3333  0.11
H -3.7189 3.3328 0.1724  0.08
H -2.3279 4.4403 0.1375  0.08
H -0.8890 6.3835 -0.1067  0.11
H 1.5598 6.1955 -0.1013  0.11
H 3.5896 4.6634 0.0651  0.12
H 4.4684 2.3571 0.3002  0.11
H 2.8565 0.4530 0.4282  0.12
C 3.7420 -2.6994 -3.6927  -0.18
Si 1.9272 -2.8292 -3.2829  0.49
C 1.3649 -4.5990 -3.4518  -0.18
C 0.9685 -1.7761 -4.4726  -0.21
C 1.7664 -2.3968 -1.4535  -0.22
C 2.4881 -3.1739 -0.5554  -0.08
C 2.4436 -2.9554 0.8239  -0.04
C 1.6641 -1.9281 1.2976  -0.09
N 0.9659 -1.1656 0.4454  -0.09
C 0.9859 -1.3713 -0.8823  -0.67
S -0.0584 -0.2178 -1.6630  0.80
H 3.9150 -2.9899 -4.7339  0.04
H 4.3550 -3.3460 -3.0587  0.03
H 4.0946 -1.6717 -3.5674  0.04
H 1.4795 -4.9365 -4.4868  0.04
H 0.3098 -4.6959 -3.1809  0.04
H 1.9402 -5.2752 -2.8133  0.03
H 1.1716 -2.1454 -5.4832  0.04
H 1.2633 -0.7251 -4.4236  0.03
H -0.1084 -1.8299 -4.2956  0.02
H 3.1080 -3.9846 -0.9309  0.10
H 3.0011 -3.5732 1.5147  0.11
H 1.5578 -1.6925 2.3517  0.10
C -0.1303 1.2626 4.9274  -0.14
S -0.4615 0.0556 3.6802  0.45
O -1.8915 -0.0094 3.4944  -0.30
O 0.1906 -1.1778 4.0706  -0.34
O 0.2417 0.6569 2.4816  -0.37
H -0.4320 0.8524 5.8884  0.07
H -0.7076 2.1527 4.6806  0.07
H 0.9371 1.4788 4.9124  0.07

***

Record 2
Below is a molecular structure, C27H27I2N3O2Pt in a non-equilibrium geometry, with properties calculated with wB97M-V/def2-TZVPD.

LUMO, Eh: -0.025
Kohn-Sham gap, eV: 6.68
Energy above the lowest of the compared OMol25 structures with the same formula, charge and spin, eV: 0.0000

Each line ends with the Löwdin charge.
Positions of all 62 atoms, in Å:
Pt 0.9390 -0.2021 0.4073  1.24
I -2.6878 -3.7883 0.1574  0.90
C -1.6574 -3.0576 1.8352  -0.64
C -1.8278 -3.5738 3.0974  -0.22
C -1.1231 -3.0300 4.1704  -0.65
I -1.5005 -3.8226 6.0879  0.88
C -0.1786 -1.9898 4.0105  -0.22
C 0.5554 -1.3725 5.0301  -0.01
C 1.3764 -0.2812 4.7022  -0.03
C 1.5301 0.1027 3.3989  -0.10
N 0.9330 -0.5577 2.3734  -0.06
C 0.0172 -1.5211 2.6877  -0.16
C -0.7612 -1.9834 1.6013  -0.46
O -0.6575 -1.4052 0.4417  -0.28
H -2.5086 -4.3918 3.2714  0.08
H 0.4572 -1.6935 6.0528  0.06
H 1.8861 0.2646 5.4812  0.11
H 2.1115 0.9719 3.1319  0.11
C 2.0288 -1.2036 -5.1032  -0.09
C 1.2146 -1.7142 -3.9108  -0.20
C 0.0056 -0.8511 -3.6507  -0.17
C -1.0327 -0.8966 -4.5743  -0.05
C -2.1684 -0.1271 -4.4241  -0.07
C -2.2960 0.6842 -3.3111  -0.04
C -1.2928 0.7456 -2.3580  -0.17
C -1.4314 1.6779 -1.1901  -0.21
C -0.7203 3.0061 -1.4575  -0.07
C -0.1244 -0.0118 -2.5348  -0.17
N 0.9255 0.1374 -1.6078  -0.08
C 2.0840 0.5637 -2.0465  -0.06
C 3.0982 0.7604 -1.0966  -0.32
C 4.4558 1.0751 -1.1621  -0.04
C 4.9240 1.0578 0.1515  -0.09
C 3.8452 0.7431 0.9653  -0.15
N 2.7347 0.5711 0.2247  -0.15
H 2.7794 -1.9384 -5.3815  0.07
H 2.5378 -0.2726 -4.8653  0.06
H 1.3802 -1.0202 -5.9568  0.07
H 1.8562 -1.7742 -3.0287  0.11
H 0.8637 -2.7247 -4.1412  0.12
H -0.9347 -1.5381 -5.4380  0.11
H -2.9470 -0.1598 -5.1716  0.10
H -3.1780 1.2965 -3.1862  0.11
H -0.9918 1.2148 -0.2997  0.05
H -2.4902 1.8658 -0.9975  0.11
H 0.3337 2.8352 -1.6712  0.07
H -0.7940 3.6481 -0.5823  0.07
H -1.1646 3.5121 -2.3139  0.08
H 2.2416 0.7905 -3.0961  0.14
H 5.0142 1.2706 -2.0565  0.10
H 5.9282 1.2406 0.4782  0.09
H 3.8486 0.6500 2.0340  0.08
C -3.2240 0.4402 2.3141  0.01
C -2.1540 1.4989 2.2745  -0.47
C -2.5674 2.8730 2.7369  -0.01
O -1.0258 1.2672 1.9097  0.02
H -4.1986 0.8434 2.0516  0.09
H -3.2826 0.0553 3.3310  0.10
H -2.9597 -0.3853 1.6580  0.07
H -2.9627 2.8239 3.7482  0.09
H -3.3494 3.2568 2.0872  0.09
H -1.7143 3.5464 2.7118  0.08

***

Record 3
Below is a molecular structure, C27H27MgN6O2PS2Se, with properties calculated with wB97M-V/def2-TZVPD.

2S+1: 2
LUMO (spin up / spin down), Eh: 0.052 / 0.051
Kohn-Sham gap (spin up / spin down), eV: 4.51 / 5.20
Energy above the lowest of the compared OMol25 structures with the same formula, charge and spin, eV: 0.0000
Total charge: -1
⟨S²⟩: 0.7781

Each line ends with the Löwdin charge.
Positions of all 67 atoms, in Å:
Mg 0.4589 -0.7793 0.7984  0.37
C -1.1235 -1.6124 -4.6239  -0.13
C -0.9953 -0.4657 -3.8519  -0.10
C -0.9560 -0.5432 -2.4713  -0.08
C -1.0309 -1.7735 -1.7987  -0.32
C -1.1362 -2.9268 -2.5988  -0.05
C -1.1867 -2.8413 -3.9780  -0.11
N -0.9116 -1.8027 -0.4194  -0.02
C -1.5998 -2.7511 0.3043  -0.25
C -2.8027 -3.3582 -0.0944  -0.06
C -3.4639 -4.2652 0.7185  -0.12
C -2.9607 -4.6037 1.9719  -0.13
C -1.7900 -4.0112 2.4121  -0.05
C -1.1098 -3.0958 1.6040  -0.23
N 0.0273 -2.4283 1.9689  -0.07
N 0.5697 -2.6490 3.1471  0.04
C 1.6097 -1.8059 3.3652  -0.40
C 2.3619 -1.9413 4.5586  -0.04
C 3.4231 -1.1100 4.7847  -0.10
C 3.7550 -0.1307 3.8298  -0.09
C 2.9722 -0.0400 2.7032  -0.18
N 1.9197 -0.8334 2.4643  0.00
H -1.1567 -1.5533 -5.7047  0.08
H -0.9131 0.5049 -4.3279  0.09
H -0.8158 0.3589 -1.8914  0.07
H -1.1607 -3.8968 -2.1194  0.11
H -1.2617 -3.7531 -4.5606  0.09
H -3.2245 -3.1037 -1.0577  0.10
H -4.3910 -4.7065 0.3703  0.09
H -3.4855 -5.3122 2.6011  0.08
H -1.3723 -4.2337 3.3847  0.09
H 2.0682 -2.7144 5.2549  0.10
H 4.0067 -1.2083 5.6924  0.10
H 4.5906 0.5399 3.9678  0.09
H 3.1643 0.7069 1.9408  0.07
C 1.0836 4.5217 -2.9381  -0.08
C 0.2134 3.4683 -2.2810  -0.31
O 0.9007 2.2218 -2.1517  -0.37
P 1.8531 1.8991 -0.8815  -0.15
S 2.1782 -0.0644 -0.9716  0.37
S 1.1512 2.6461 0.7831  0.29
O 3.2198 2.6755 -1.2591  -0.36
C 3.9764 2.2659 -2.4067  -0.33
C 5.2859 1.6483 -1.9682  -0.09
H 0.4996 5.4234 -3.1293  0.07
H 1.4736 4.1540 -3.8880  0.08
H 1.9217 4.7824 -2.2925  0.07
H -0.6660 3.2504 -2.8911  0.11
H -0.1232 3.7941 -1.2931  0.06
H 4.1454 3.1675 -3.0017  0.11
H 3.3956 1.5642 -3.0095  0.09
H 5.8427 2.3479 -1.3441  0.08
H 5.8936 1.3968 -2.8391  0.07
H 5.0964 0.7409 -1.3974  0.05
Se -0.5201 0.8362 3.5537  1.18
N -1.0033 0.3806 1.9055  -0.26
C -2.1097 1.0392 1.6081  -0.35
C -2.8232 0.9103 0.3791  0.01
C -3.9380 1.6633 0.2066  -0.07
C -4.4065 2.5611 1.2201  -0.09
C -3.7679 2.6936 2.4084  -0.03
C -2.5890 1.9227 2.6417  -0.39
N -1.8744 1.9483 3.7544  -0.23
H -2.4644 0.2016 -0.3560  0.09
H -4.5018 1.5829 -0.7141  0.10
H -5.3023 3.1371 1.0242  0.10
H -4.1202 3.3597 3.1840  0.11